(1)
Computed, not measured: a single C21H24FN3O6S molecule at a distorted geometry, with ωB97M-V/def2-TZVPD.

Geometry as XYZ:
```
56
Properties=species:S:1:pos:R:3:forces:R:3
S -0.246382 -1.082804 -2.012326 0.50 0.17 -0.22
F 3.462320 3.386768 -1.278766 0.00 -0.04 0.05
O 2.130162 0.618909 1.092656 0.02 -0.09 0.24
O -2.229783 0.460529 2.276552 0.07 0.42 0.05
O -0.738940 -1.017680 -3.358702 0.15 -0.09 -0.09
O -1.203672 -1.052959 -0.942928 0.18 0.01 0.16
O 0.295686 -4.649256 -1.285791 0.20 0.05 0.13
O 0.170690 -1.955876 2.421453 -0.26 -0.11 0.05
N 0.734580 -2.450822 -1.849676 -0.69 0.80 -0.15
N 1.752055 -1.986881 0.775731 0.05 0.21 -0.27
N 0.567117 0.697761 2.751489 -0.31 -0.20 0.25
C -1.550179 2.658377 1.805691 -0.03 -0.19 0.19
C -2.919253 1.499475 0.188656 -0.06 -0.23 0.14
C 2.242081 0.105770 -2.128382 0.09 0.06 -0.05
C 0.923109 -3.270786 -3.034292 0.14 -0.42 -0.47
C -0.826251 2.689636 3.123636 0.16 -0.16 -0.16
C 2.619919 2.353336 -1.438216 -0.24 -0.15 -0.10
C -2.804619 -0.764719 1.871850 -0.16 -0.37 -0.11
C 1.290567 0.096057 1.813954 0.24 0.26 -0.02
C 1.289540 2.512821 -1.092720 0.20 -0.02 -0.16
C 0.129391 -4.531754 -2.684995 -0.06 0.18 -0.32
C 0.418825 -3.354535 -0.750325 -0.04 0.20 1.23
C -2.199323 3.750482 -0.247294 -0.02 0.07 -0.15
C -1.535809 3.760752 0.968760 -0.06 -0.11 -0.02
C 1.539611 -3.327747 0.305426 -0.46 -0.37 -0.07
C -2.247442 1.506461 1.406404 0.00 0.22 -0.06
C 0.914737 0.253383 -1.774447 -0.36 -0.50 0.00
C 0.982854 -1.400786 1.707718 0.32 -0.14 -0.07
C 0.589996 2.111763 3.026237 0.14 0.25 0.12
C 0.431185 1.441951 -1.263460 -0.07 0.05 0.00
C -2.891034 2.616442 -0.630496 -0.02 0.10 0.02
C 3.112899 1.166997 -1.956191 -0.04 0.12 0.03
H -2.179860 4.620803 -0.885340 0.00 0.08 -0.06
H -0.931091 -4.395576 -2.935419 0.09 -0.04 -0.01
H -3.894868 -0.687998 1.810244 0.03 0.03 -0.01
H -2.396643 -1.090241 0.912535 -0.07 0.01 0.14
H 0.509718 -5.442812 -3.145518 -0.04 0.08 -0.05
H -3.415464 2.592043 -1.573998 -0.04 -0.01 -0.08
H 1.155651 2.587729 2.220446 -0.03 0.01 0.13
H 1.115337 2.285567 3.973615 0.00 0.06 -0.13
H 2.311135 -1.346374 0.223444 -0.05 -0.01 0.13
H 4.158618 1.086144 -2.206749 0.09 0.00 -0.03
H 2.586393 -0.835432 -2.526455 0.15 -0.08 -0.04
H 0.542707 -2.742360 -3.905799 0.12 -0.16 -0.06
H -0.138775 0.129269 3.206815 0.15 -0.01 -0.16
H -2.528895 -1.484196 2.640860 -0.06 0.02 -0.08
H 1.232421 -3.950749 1.148044 0.13 -0.02 -0.07
H -3.453540 0.622441 -0.135785 -0.05 -0.12 -0.02
H 2.461515 -3.717968 -0.127749 -0.04 -0.01 0.02
H 1.988035 -3.494621 -3.153748 -0.09 0.00 -0.06
H -0.608928 1.512828 -0.991243 -0.13 0.13 0.10
H -1.389379 2.114605 3.860723 0.00 0.11 0.10
H -1.000946 4.646470 1.281959 0.06 0.10 0.06
H -0.748935 3.721228 3.470753 -0.02 -0.03 0.04
H 0.939459 3.448659 -0.688137 -0.02 0.10 0.04
H -0.518300 -3.020526 -0.280705 0.23 -0.20 -0.05
```
Positions in Å, forces in eV/Å.

Properties
spin multiplicity = 1
relative energy (zero: lowest compared OMol25 entry of this formula, charge and spin) = 70.7 kJ/mol
HOMO = -8.5 eV
frontier orbital gap = 0.3373 Eh
SMILES string = COc1ccccc1CCNC(=O)C(=O)NC[C@@H]1OCCN1S(=O)(=O)c1ccc(F)cc1
total charge = 0
strongest force on any atom = 1.25 eV/A

(2)
Computed, not measured: a single C21H24FN7 molecule, with ωB97M-V/def2-TZVPD.

Geometry as XYZ:
```
53
Properties=species:S:1:pos:R:3:forces:R:3
F 4.757318 1.752423 -1.154366 -0.18 -0.12 -0.15
N 0.049549 -0.607134 3.761230 0.10 -0.15 0.19
N 0.368611 1.502598 2.737887 0.16 0.45 -0.01
N 2.083148 1.421782 -1.930129 -0.11 -0.11 0.36
N -1.348648 0.086525 1.986452 -0.38 -0.25 -0.15
N 1.712145 0.807768 4.455265 0.16 0.03 0.13
N -1.610208 -1.973152 3.068406 0.25 -0.25 0.41
N -0.089271 2.137425 -0.270482 -0.02 -0.02 0.08
C 5.527228 0.932390 -3.199483 -0.11 0.06 0.09
C -4.221375 -4.363559 2.164357 -0.01 0.01 -0.01
C 2.027203 2.717942 -1.282655 0.00 0.29 0.25
C 3.989380 0.210771 -4.871434 0.14 -0.06 -0.12
C 0.754957 0.920590 -2.201007 -0.13 -0.22 0.19
C -3.142554 -3.777285 2.797670 0.10 0.10 0.03
C -3.351990 -1.863957 1.355952 -0.04 0.08 -0.09
C -5.142959 -1.738343 -0.390629 -0.02 -0.01 0.03
C 2.929389 0.567868 -4.059675 -0.06 0.15 0.15
C -4.434820 -2.452010 0.721380 0.01 -0.20 0.11
C -4.867257 -3.708154 1.131856 -0.03 0.02 -0.04
C -2.699247 -2.517913 2.396515 -0.41 -0.16 -0.28
C -0.647635 1.210243 1.946749 0.13 -0.08 0.24
C 1.250155 2.608337 0.025502 0.28 0.17 -0.28
C 4.463304 1.270240 -2.392530 0.12 0.06 -0.02
C 3.125245 1.117081 -2.786366 0.34 -0.10 -0.21
C -0.016438 0.825956 -0.883828 -0.02 -0.03 -0.36
C -0.998702 2.193173 0.862208 -0.08 0.11 -0.08
C 0.684554 0.552858 3.629980 -0.36 -0.23 -0.15
C -0.970885 -0.792632 2.916501 0.47 0.41 0.13
C 5.294961 0.394800 -4.454194 -0.05 -0.02 -0.03
H -1.030626 0.470499 -1.077805 0.00 -0.04 0.01
H -1.217165 -2.538530 3.810058 -0.04 0.15 -0.14
H 6.528673 1.079524 -2.825787 0.08 0.03 0.08
H 0.824405 -0.077389 -2.636210 -0.02 0.06 -0.02
H -2.639844 -4.291730 3.604636 0.06 -0.05 0.09
H -5.231441 -2.382951 -1.263668 -0.02 0.01 -0.09
H 1.785563 1.934391 0.712347 0.00 0.11 -0.09
H 0.206880 1.583351 -2.888897 0.00 -0.08 -0.04
H -2.005233 1.970669 0.500336 0.04 0.04 0.09
H 6.122617 0.122063 -5.089303 0.08 -0.03 -0.06
H -0.966390 3.206215 1.267784 -0.05 -0.04 0.01
H 3.028491 3.090080 -1.081563 -0.05 -0.05 -0.04
H -4.559860 -5.339527 2.480059 -0.01 -0.07 0.03
H 1.180046 3.591913 0.493287 0.03 0.00 0.03
H -6.149913 -1.462535 -0.078229 -0.07 0.06 -0.04
H 3.788426 -0.205716 -5.847314 -0.02 -0.03 -0.08
H -3.000592 -0.891394 1.055232 -0.08 -0.04 -0.06
H -4.610061 -0.834485 -0.673090 0.00 0.08 -0.06
H 2.018474 0.097128 5.093252 0.01 0.02 -0.01
H -5.710734 -4.171112 0.641017 -0.09 -0.06 -0.06
H 1.925040 0.433793 -4.428256 -0.11 0.00 0.01
H 2.239421 1.650875 4.323107 0.00 -0.02 0.02
H 1.509991 3.436716 -1.938977 0.05 0.01 0.04
H 0.488669 0.091520 -0.233152 -0.04 0.01 -0.06
```
Positions in Å, forces in eV/Å.

Properties
spin multiplicity = 1
HOMO = -7.8 eV
frontier orbital gap = 0.3164 Eh
SMILES string = Cc1cccc(Nc2nc(N)nc(CN3CCN(c4ccccc4F)CC3)n2)c1
total charge = 0
strongest force on any atom = 0.64 eV/A

(3)
Computed, not measured: a single C21H24N2O molecule, with ωB97M-V/def2-TZVPD.

Geometry as XYZ:
```
48
Properties=species:S:1:pos:R:3:forces:R:3
O -2.424678 -0.495502 3.366520 -0.08 0.05 0.24
N 0.653302 -0.990007 1.462094 0.19 -0.18 0.17
N -1.095945 0.796823 0.136520 -0.11 0.15 -0.03
C 0.655721 -1.916577 0.448432 0.31 -0.13 -0.45
C 3.729509 1.483546 0.281059 0.20 0.07 -0.09
C -0.792889 2.162565 -0.286783 0.03 0.08 0.10
C -0.123059 2.240197 -1.623242 -0.21 -0.01 0.07
C 1.850271 -2.374408 -1.616739 -0.06 0.04 0.10
C 0.086620 -3.827343 -0.841834 -0.06 -0.03 0.03
C -1.754104 0.793070 1.427114 0.00 -0.26 0.05
C -0.125993 -3.052011 0.281875 -0.13 -0.04 0.13
C -3.013200 0.604199 -1.463236 0.14 -0.01 0.25
C 1.655558 -1.580138 -0.494781 -0.35 -0.20 0.12
C -3.274454 0.701972 -2.752741 -0.13 0.03 -0.11
C 2.285656 -0.388513 -0.005238 -0.05 0.27 0.32
C 3.345013 0.384328 -0.460295 -0.07 -0.04 0.13
C -1.754394 0.008752 -0.896584 0.02 -0.18 -0.03
C 1.132555 2.607193 -1.791556 0.07 0.04 -0.04
C 1.056756 -3.491769 -1.783675 0.06 -0.10 -0.20
C 1.621065 -0.050853 1.198017 0.45 0.06 -0.33
C -0.271592 -0.967298 2.553027 -0.62 -0.01 0.17
C -1.702000 -0.560099 2.153741 0.26 0.10 -0.44
C 3.063787 1.818341 1.458373 0.01 0.05 0.03
C 2.007326 1.063177 1.930151 -0.13 0.07 0.15
H -1.246378 1.525702 2.061126 -0.06 0.02 0.03
H -2.816653 1.102578 1.363249 0.05 0.04 0.06
H -4.194909 1.122120 -3.122455 -0.19 0.07 -0.02
H -0.874882 -3.332996 1.007614 -0.09 -0.02 0.07
H -1.024330 -0.157079 -1.693192 -0.11 -0.12 -0.03
H 2.609189 -2.120512 -2.341707 0.07 0.01 -0.09
H 4.554252 2.096700 -0.051988 0.06 0.04 -0.03
H 0.077392 -0.261317 3.308195 0.01 -0.07 -0.02
H -0.747515 2.018127 -2.477103 0.00 -0.04 -0.18
H 3.382813 2.687657 2.015779 0.01 0.04 0.05
H 1.770496 2.843905 -0.957312 0.09 0.04 0.23
H -0.323390 -1.957305 3.019709 0.07 0.10 0.02
H 1.189850 -4.121892 -2.650727 0.02 -0.04 -0.07
H 1.510054 1.339666 2.848295 -0.05 0.02 0.08
H -2.578740 0.348700 -3.496855 0.22 -0.07 -0.13
H -3.325825 -0.207346 3.183083 0.07 -0.04 -0.01
H -3.734122 0.960442 -0.737699 -0.16 0.08 0.02
H -2.134934 -1.342284 1.512930 0.12 0.09 0.06
H -0.511416 -4.714306 -0.993689 -0.05 -0.06 0.01
H -1.712255 2.777593 -0.327638 0.07 0.00 0.06
H 1.576655 2.679736 -2.769902 0.05 0.00 -0.23
H -1.988188 -0.972305 -0.473956 0.09 0.02 -0.10
H -0.126020 2.589039 0.468443 -0.09 0.07 -0.03
H 3.858012 0.125715 -1.374401 0.06 -0.02 -0.10
```
Positions in Å, forces in eV/Å.

Properties
spin multiplicity = 1
relative energy (zero: lowest compared OMol25 entry of this formula, charge and spin) = 234.0 kJ/mol
HOMO = -7.7 eV
frontier orbital gap = 0.3058 Eh
SMILES string = C=CCN(CC=C)C[C@H](O)Cn1c2ccccc2c2ccccc21
total charge = 0
strongest force on any atom = 0.64 eV/A

(4)
Computed, not measured: a single C21H24N2O4 molecule at a distorted geometry, with ωB97M-V/def2-TZVPD.

Geometry as XYZ:
```
51
Properties=species:S:1:pos:R:3:forces:R:3
O -2.410770 -0.809981 -3.230081 0.21 -0.19 0.34
O -5.058144 1.837431 -3.679212 -0.20 -0.04 -0.02
O -0.562011 2.161280 1.604281 0.19 0.28 -0.24
O 2.159484 1.871553 2.216219 -0.41 0.21 -0.33
N -3.268390 1.930522 -2.340895 -0.60 0.50 0.89
N -1.959656 1.753762 -2.116979 0.74 -0.14 0.11
C 2.144482 -3.861287 4.516710 0.06 -0.14 0.02
C -2.943598 1.139743 -4.612360 -0.18 -0.28 0.05
C 1.074277 -1.955689 3.483614 0.15 -0.50 0.06
C -3.868839 1.662409 -3.540962 0.33 -0.05 -0.33
C 3.487076 1.554140 2.553601 0.22 -0.06 0.05
C 0.772606 -2.756124 2.380687 0.01 0.08 0.07
C 2.604833 1.347369 -0.110316 0.03 0.01 0.19
C -2.809140 -0.394945 -4.512733 0.11 0.15 -0.58
C -1.489020 1.948829 -0.947787 -1.01 0.17 -0.08
C 1.830630 -4.645046 3.418837 0.04 -0.05 0.06
C 2.141268 1.234574 -1.413088 -0.03 -0.01 -0.03
C 0.814171 1.452170 -1.694100 -0.05 0.05 0.14
C 0.374049 1.859457 0.657681 0.05 -0.13 -0.40
C -0.162103 0.084346 2.778852 0.11 0.12 0.08
C 1.774844 -2.530420 4.545676 -0.10 0.13 -0.12
C -1.839465 -0.898555 -5.584529 -0.34 -0.02 0.30
C -0.470724 1.544290 2.883638 -0.14 -0.17 0.61
C 1.147340 -4.085395 2.351219 -0.04 -0.04 -0.06
C -0.083258 1.756247 -0.667155 0.83 -0.11 0.35
C 1.745482 1.680125 0.927419 0.04 0.05 0.10
C 0.710233 -0.547529 3.558240 -0.35 0.39 -0.13
H 3.716053 0.506072 2.335989 -0.01 0.03 -0.01
H -2.124415 2.256059 -0.114539 -0.05 -0.02 -0.10
H 4.201935 2.203246 2.037994 -0.03 -0.04 0.01
H -1.469697 1.693473 3.312649 0.17 -0.01 -0.06
H 2.120854 -5.684858 3.392696 0.03 -0.08 0.00
H -3.364429 1.393238 -5.584505 -0.03 0.06 0.06
H -0.694688 -0.429687 1.990315 -0.08 -0.18 -0.06
H 0.906899 -4.689785 1.488728 -0.02 -0.04 -0.07
H 2.022201 -1.923360 5.405488 0.02 0.07 0.07
H 0.253614 -2.332925 1.534229 -0.05 0.05 -0.10
H 3.653039 1.190939 0.085535 0.09 0.00 0.07
H -1.960205 1.597010 -4.497535 -0.01 -0.04 -0.14
H 0.263998 2.056873 3.513039 -0.17 -0.09 -0.09
H 3.563714 1.723987 3.626620 0.05 -0.02 -0.06
H -1.733928 -1.977202 -5.501793 0.02 -0.08 -0.01
H 2.681225 -4.289015 5.351072 0.04 -0.03 0.06
H -3.793694 -0.851707 -4.663188 0.09 0.11 -0.03
H -2.208487 -0.655810 -6.576640 0.00 0.04 -0.18
H 0.438233 1.392497 -2.702146 -0.01 -0.01 -0.14
H -3.878088 2.238038 -1.578763 0.15 -0.11 -0.30
H 2.835043 0.985300 -2.201150 0.05 -0.01 -0.08
H 1.201180 0.012534 4.345293 0.09 0.15 0.04
H -1.626453 -0.305076 -2.974646 -0.12 -0.01 0.02
H -0.859558 -0.443116 -5.451221 0.11 0.07 0.00
```
Positions in Å, forces in eV/Å.

Properties
spin multiplicity = 1
relative energy (zero: lowest compared OMol25 entry of this formula, charge and spin) = 416.5 kJ/mol
HOMO = -8.4 eV
frontier orbital gap = 0.3156 Eh
SMILES string = COc1cccc(/C=N/NC(=O)C[C@@H](C)O)c1OC/C=C/c1ccccc1
total charge = 0
strongest force on any atom = 1.18 eV/A

- Which formula does entry 2 have?
  C21H24FN7

- Number 2 is which compound?
  C21H24FN7

- frontier orbital gap of number 3 (C21H24N2O)?
  0.3058 Eh